Record 1
8
Properties=species:S:1:pos:R:3:forces:R:3:nbo_charge:R:1 method="wB97M-V/def2-TZVPD" multiplicity=3 gap_ha="0.305 / 0.329" charge=-1 e_above_lowest_kcal_mol=0.0 lumo_energy_ev="4.7718 / 3.2513"
N 0.3549 0.6734 -0.7875 -3.105 0.068 0.841 -0.183
N -1.7528 -1.1019 -0.7738 -0.477 -0.954 0.304 0.094
N -0.8857 0.5399 -0.2104 2.492 0.732 -2.249 -0.395
N 1.3994 0.4751 0.0311 0.406 0.268 0.999 0.534
O 1.2292 -0.0167 1.1833 0.701 0.494 -1.126 -0.527
O -1.9781 -1.7003 0.2341 0.108 0.392 -0.601 -0.371
O 2.4972 0.8957 -0.4220 -0.933 -0.889 0.826 -0.480
H -0.8641 0.2349 0.7452 0.809 -0.111 1.005 0.326


Record 2
21
Properties=species:S:1:pos:R:3:forces:R:3:nbo_charge:R:1 method="wB97M-V/def2-TZVPD" gap_ha=0.321 charge=+1 e_above_lowest_kcal_mol=0.0 lumo_energy_ev=-3.8115
C -1.1029 1.1330 -0.3038 0.058 0.260 -1.130 -0.290
C -0.5541 1.7962 -1.4595 -0.256 1.403 1.578 -0.369
C 0.4573 2.7263 -0.9526 -1.407 0.803 0.937 -0.421
C 0.5824 2.4987 0.4874 -1.721 1.036 -0.897 -0.378
C -0.4057 1.5146 0.8383 0.689 0.896 0.237 -0.254
Sn 1.3925 0.7154 -0.7952 1.578 -2.517 0.265 1.196
P 0.6781 -2.1663 -1.9085 -0.630 -0.918 -0.328 -0.020
H -1.9995 0.5213 -0.3353 0.320 -0.197 -0.067 0.259
H -1.0269 1.7858 -2.4276 0.377 -0.050 -0.211 0.285
H 0.9572 3.5134 -1.5145 -0.061 -0.376 0.090 0.289
H -0.5863 1.1641 1.8493 0.060 0.072 -0.207 0.263
H 1.0530 3.1511 1.2246 0.387 -0.475 -0.500 0.289
H 1.7695 -3.0698 -2.0195 -0.211 0.171 -0.150 0.044
H -0.0311 -2.5239 -3.1005 0.429 -0.010 0.280 0.034
H -0.0945 -2.9984 -1.0423 0.268 0.319 -0.343 0.046
C -0.0422 -1.7897 2.2164 -0.004 -0.045 0.417 -0.264
O -0.0349 -1.3514 0.8536 -1.161 0.327 0.018 -0.754
H 0.5900 -1.1015 2.7949 -0.134 -0.382 0.101 0.176
H 0.3426 -2.8128 2.2543 0.113 0.271 0.052 0.202
H -1.0563 -1.8126 2.6497 0.361 0.113 -0.248 0.189
H -0.8880 -0.8936 0.6907 0.945 -0.703 0.107 0.478


Record 3
35
Properties=species:S:1:pos:R:3:forces:R:3:nbo_charge:R:1 method="wB97M-V/def2-TZVPD" multiplicity=6 gap_ha="0.293 / 0.261" charge=0 lumo_energy_ev="-0.6581 / -1.2625"
Fe 4.0296 -2.3113 3.1770 0.384 -0.123 0.412 1.309
C 0.5317 0.4970 2.9461 1.076 0.601 -0.200 -0.628
C 1.5390 0.5330 1.7555 -1.225 -0.937 0.431 -0.402
C 0.8671 0.1262 0.4329 -0.150 0.677 -0.411 -0.441
C -0.6349 0.5666 0.3271 1.081 -1.624 -0.717 -0.198
N -1.1527 0.1746 -1.0964 -1.221 -0.630 -0.194 -0.206
C -2.6926 0.4271 -1.3032 0.870 -0.001 1.101 -0.206
C -2.8872 0.8651 -2.7249 0.565 2.290 -1.738 -0.456
C -1.4664 1.1809 -3.2925 0.845 -2.542 -0.757 -0.424
C -0.5304 1.0521 -2.1344 0.320 1.041 1.115 -0.219
C -0.9929 -1.3385 -1.4220 -0.472 1.757 -0.009 -0.395
H -0.2128 1.2818 2.8118 -0.110 0.114 0.285 0.174
H 1.1419 0.6945 3.8274 -0.346 0.222 0.153 0.250
H 0.0256 -0.4431 3.1655 0.168 -0.204 -0.479 0.218
H 2.3098 -0.2095 1.9619 0.088 0.268 -0.106 0.240
H 2.0167 1.5097 1.6786 -0.109 0.006 0.109 0.209
H 1.0988 -0.9207 0.2370 -0.799 -0.303 0.380 0.248
H 1.3805 0.6000 -0.4037 0.155 0.383 0.023 0.197
H -0.7053 1.6431 0.4826 -0.212 0.014 -0.482 0.223
H -1.2753 0.0849 1.0660 0.006 -0.201 -0.198 0.229
H -3.2191 -0.4848 -1.0215 0.079 0.135 0.000 0.232
H -2.9475 1.2125 -0.5916 -0.059 -0.036 -0.069 0.228
H -3.4627 0.2683 -3.4325 0.202 -0.536 0.505 0.245
H -3.3568 1.8458 -2.8018 -0.570 -0.091 0.632 0.242
H -1.1768 0.3641 -3.9536 -0.248 -0.253 -0.291 0.209
H -1.1769 2.0327 -3.9079 -0.934 0.503 0.411 0.251
H 0.4833 0.7263 -2.3674 -0.193 -0.018 0.006 0.244
H -0.4936 2.0191 -1.6327 0.421 0.105 0.010 0.210
H -1.5869 -1.5068 -2.3204 0.148 0.050 -0.108 0.212
H -1.5335 -1.8224 -0.6086 0.842 -0.456 0.059 0.235
H 0.0536 -1.5535 -1.6380 -0.217 -0.307 0.612 0.249
Br 5.1694 -0.2447 2.2951 -0.592 -1.247 0.480 -0.556
Br 2.5701 -1.5535 5.0735 0.862 -0.517 -1.092 -0.549
Br 2.5290 -3.2171 1.3383 0.708 0.474 0.878 -0.617
Br 5.7582 -4.0996 4.0767 -1.362 1.389 -0.752 -0.558


Record 4
35
Properties=species:S:1:pos:R:3:forces:R:3:nbo_charge:R:1 method="wB97M-V/def2-TZVPD" gap_ha="0.298 / 0.298" charge=+1 e_above_lowest_kcal_mol=130.7 lumo_energy_ev="-3.8976 / -3.8745"
C 2.4820 0.7038 -0.4134 -0.096 -2.050 -0.284 -0.422
C 1.3416 1.4231 -1.1831 2.177 -0.550 -0.784 -0.412
C 1.8161 0.1732 0.8865 1.532 1.675 0.695 -0.239
C -0.1125 -1.1952 1.8124 0.334 1.514 -0.077 -0.219
C -1.2502 -2.0060 1.1890 1.231 -0.273 -1.037 -0.368
C 0.2300 0.4665 -1.5425 -1.345 1.897 0.567 -0.238
C -0.3054 -0.0320 -0.2386 -3.409 1.718 0.623 0.176
C -2.4754 -2.1019 1.9464 -1.834 -2.049 3.401 -0.619
C -0.8264 1.3458 -2.2747 -1.168 0.392 0.459 -0.592
C 0.5107 -0.6492 -2.5072 3.459 0.369 -0.614 -0.621
C -1.2208 1.6770 1.3058 0.588 1.151 -5.039 -0.558
N 0.6394 -0.6439 0.6110 0.602 -2.029 -0.048 -0.489
S -1.6678 -1.1735 -0.3883 0.294 0.588 0.065 0.290
H 2.9998 -0.2621 -0.9160 -1.661 2.068 0.425 0.215
H 3.3950 1.3031 -0.2732 -0.724 0.156 0.600 0.262
H 0.8734 2.2604 -0.5885 0.954 -0.703 -0.742 0.238
H 1.8139 1.7111 -2.1336 -0.450 0.756 0.245 0.240
H 2.5674 -0.5261 1.3142 -0.703 0.901 0.814 0.239
H 1.3696 1.0752 1.4704 1.317 -1.742 -0.370 0.245
H -0.5100 -0.1711 2.2397 0.833 -2.556 -0.038 0.267
H 0.6434 -1.7993 2.3814 -1.016 0.786 -0.042 0.253
H -0.9771 -3.0066 0.8728 0.708 -0.182 0.215 0.236
H -2.8059 -1.1436 2.1798 -0.594 1.929 0.654 0.214
H -2.4271 -2.6670 3.0235 0.014 0.969 -2.867 0.238
H -3.2849 -2.4682 1.3027 0.206 -0.578 0.487 0.242
H -0.5090 1.3372 -3.3918 -1.281 0.529 1.988 0.238
H -1.0202 2.3854 -1.8161 1.074 -1.322 -0.950 0.231
H -1.8200 0.8972 -2.0078 0.542 0.035 -1.331 0.222
H 1.3324 -1.4029 -2.1886 -0.191 1.852 -0.873 0.207
H 0.5641 -0.1039 -3.5042 0.964 -1.531 1.000 0.245
H -0.1941 -1.3807 -2.5846 -2.943 -1.256 -0.284 0.235
H -2.1166 1.1512 1.4341 -1.124 -0.891 0.341 0.189
H -1.4154 2.5156 0.4670 0.754 -1.858 2.261 0.229
H -0.7091 1.9814 2.1902 0.620 0.170 0.341 0.199
H 0.9293 -1.4816 0.0761 0.337 0.113 0.199 0.428


Record 5
127
Properties=species:S:1:pos:R:3:forces:R:3:lowdin_charge:R:1 method="wB97M-V/def2-TZVPD" gap_ha=0.274 charge=-1 lumo_energy_ev=1.7584
C 1.6427 6.8952 -1.6646 0.247 -1.113 1.859 -0.017
C 1.1867 5.9762 -0.7147 -0.261 0.628 -1.080 -0.144
C -0.2999 5.3805 -0.6480 0.857 0.819 -0.044 -0.094
C -0.4709 3.9509 -1.3596 -0.692 2.398 -1.246 -0.223
C -1.9843 4.0241 -1.9156 -0.744 -1.317 0.104 -0.115
O -2.0431 4.3504 -3.3341 -1.672 -0.105 1.153 -0.164
C -3.4532 4.6132 -3.5905 -0.287 0.374 -0.756 -0.270
C -3.8951 4.2324 -5.0654 -0.164 -0.294 -0.673 -0.095
O 0.3834 4.1084 -2.5214 -0.237 -0.588 1.019 -0.021
B 1.3233 2.9929 -2.6603 0.086 1.804 3.298 -0.820
C 2.9136 3.2482 -2.2371 0.379 -0.494 -0.113 -0.073
O 3.8449 3.0362 -3.3401 1.124 0.645 1.629 -0.204
C 5.1805 3.1442 -2.8190 1.672 0.610 -0.179 -0.229
C 5.9758 4.3576 -3.5243 -0.750 0.163 0.151 -0.211
C 5.4546 5.7656 -2.9428 0.748 -0.493 -0.174 -0.129
S 1.0295 2.4668 -4.4840 -3.093 -6.306 0.157 0.923
O 1.8670 1.2609 -4.8124 -0.360 3.063 -0.302 -0.349
O -0.4288 2.0269 -4.5747 2.740 2.059 -0.183 -0.356
C 1.2034 3.8664 -5.7140 -0.663 1.175 -2.256 -0.350
F 0.5442 5.0482 -5.3628 1.250 -2.176 -0.327 0.081
F 0.5832 3.4123 -6.9156 1.257 0.683 2.249 0.038
C 2.6979 4.2571 -6.1205 1.004 1.356 -1.431 -0.366
F 3.5454 3.1834 -6.3200 -1.705 2.377 0.810 0.124
F 2.6090 4.9158 -7.3793 0.273 -1.142 2.242 0.066
F 3.2461 5.2313 -5.2595 -1.044 -2.541 -1.629 0.094
O 0.8848 2.0788 -1.5981 -1.484 -1.402 0.691 0.034
C -0.0069 2.6101 -0.5822 1.340 1.266 -1.396 -0.232
O -1.1100 1.7839 -0.1555 0.853 -0.529 -1.011 -0.070
C -0.8476 0.3771 -0.3244 -0.635 -1.713 -0.038 -0.180
C -1.2377 -0.2209 -1.7526 0.835 -0.993 0.183 -0.140
C -0.3034 -1.5025 -2.0996 0.731 -0.106 -0.207 -0.238
C 0.5681 -1.2717 -3.4422 0.191 0.470 1.195 -0.120
B 0.9253 2.7889 0.7670 0.451 -0.842 0.184 -0.397
O 2.0588 1.8787 0.8475 -1.145 2.438 0.075 0.094
O 0.6502 3.7220 1.8262 1.423 -0.431 -1.829 0.098
H 1.2381 7.0312 -2.7099 -0.181 0.049 1.668 0.077
H 2.5530 7.5325 -1.3898 -0.980 -1.407 -0.719 0.058
H 1.9058 5.5760 0.0841 -1.010 1.252 -0.875 0.096
H -0.6616 5.4121 0.4343 0.556 -0.240 -1.340 0.121
H -0.9496 6.1452 -1.2049 0.970 -1.263 0.574 0.121
H -2.5504 3.0338 -1.7993 0.975 1.114 0.068 0.137
H -2.6194 4.8059 -1.3702 1.084 -0.911 -0.304 0.123
H -4.1424 4.0569 -2.8732 0.972 0.481 -0.782 0.113
H -3.6144 5.7281 -3.4007 -0.011 -1.241 -0.297 0.121
H -3.7928 3.1138 -5.3003 0.097 1.574 0.639 0.084
H -3.3225 4.7808 -5.8849 -0.509 -0.609 1.286 0.076
H -5.0035 4.4718 -5.2563 1.512 -0.164 0.596 0.071
H 3.0881 4.2771 -1.7815 -0.305 -0.971 -0.580 0.102
H 3.1897 2.4789 -1.4282 -0.535 0.968 -1.047 0.124
H 5.7791 2.1716 -2.9386 -1.015 1.130 -0.119 0.124
H 5.2038 3.3633 -1.6907 -0.277 -0.344 -1.520 0.114
H 7.1014 4.2939 -3.3566 -1.385 -0.103 -0.039 0.097
H 5.8157 4.3227 -4.6563 0.083 -0.033 1.546 0.099
H 4.3241 5.8372 -2.9237 1.376 -0.115 -0.147 0.051
H 5.8999 6.5877 -3.5894 -0.717 -0.790 0.873 0.067
H 5.8530 5.8918 -1.8768 -0.608 -0.124 -1.392 0.074
H 0.2152 0.0507 -0.0996 -1.010 0.943 -0.212 0.120
H -1.5118 -0.1626 0.4440 0.899 0.928 -0.939 0.125
H -1.0754 0.5249 -2.5898 -0.484 -0.668 1.144 0.098
H -2.2944 -0.6272 -1.6922 1.033 0.916 -0.315 0.103
H 0.4748 -1.6946 -1.2742 -1.267 0.310 -0.908 0.096
H -0.9128 -2.4626 -2.1686 0.589 1.262 -0.002 0.086
H 0.9538 -2.2408 -3.8915 -0.749 1.111 0.399 0.064
H -0.0141 -0.6175 -4.1604 0.844 -1.018 0.592 0.062
H 1.5005 -0.6844 -3.1236 -1.404 -0.650 -0.665 0.077
H 2.8427 2.4506 0.9749 -0.213 -0.705 0.191 0.091
H 1.4431 4.3077 1.8456 -0.812 -0.468 0.535 0.098
C 8.7339 0.6266 -0.0734 0.233 0.059 -0.347 -0.047
O 8.0523 0.2407 1.1187 -0.219 0.054 0.145 -0.003
C 6.8601 0.8340 1.2844 -0.048 -0.081 0.068 -0.603
O 6.3555 1.6286 0.5334 0.169 -0.157 0.221 0.123
O 6.3289 0.3881 2.4324 0.294 0.043 -0.223 0.000
C 5.0492 0.9425 2.7324 -0.487 0.091 0.094 -0.043
H 9.6812 0.0878 -0.1032 -0.164 -0.065 0.242 0.091
H 8.1521 0.3533 -0.9558 -0.026 0.182 0.094 0.099
H 8.9449 1.6978 -0.0672 -0.174 -0.072 -0.075 0.097
H 4.3247 0.6803 1.9588 0.090 0.145 0.015 0.091
H 5.1167 2.0267 2.8470 -0.009 -0.076 -0.152 0.097
H 4.7133 0.5165 3.6777 0.264 -0.100 -0.093 0.095
C -6.3333 -3.3582 0.8335 -0.302 -0.274 -0.135 -0.044
O -5.3389 -2.3411 0.9316 0.155 0.075 0.292 0.005
C -4.7745 -2.2378 2.1433 0.137 0.205 -0.232 -0.603
O -5.0376 -2.9129 3.1081 0.044 0.118 -0.177 0.113
O -3.8670 -1.2535 2.0946 -0.297 -0.277 -0.061 0.002
C -3.1811 -1.0288 3.3241 0.289 0.192 0.319 -0.043
H -6.7188 -3.3508 -0.1861 0.237 0.191 0.041 0.092
H -5.9006 -4.3408 1.0313 -0.070 0.113 0.128 0.098
H -7.1606 -3.1559 1.5169 0.161 -0.094 0.066 0.096
H -2.6222 -1.9181 3.6212 -0.153 0.045 0.004 0.084
H -3.8816 -0.7327 4.1079 0.032 -0.183 -0.036 0.101
H -2.4739 -0.2142 3.1690 -0.155 -0.080 -0.259 0.097
C -2.3717 -3.0910 6.5588 -0.379 -0.374 -0.125 -0.031
O -1.3762 -2.0742 6.6581 0.298 0.151 0.449 0.002
C -0.8135 -1.9722 7.8726 -0.061 0.033 -0.220 -0.601
O -1.0773 -2.6463 8.8401 0.120 0.237 -0.378 0.113
O 0.0954 -0.9868 7.8251 -0.229 -0.225 -0.041 0.002
C 0.7786 -0.7626 9.0563 0.236 0.130 0.302 -0.049
H -2.7589 -3.0843 5.5403 0.186 0.179 0.075 0.078
H -1.9394 -4.0738 6.7570 -0.072 0.104 0.114 0.092
H -3.1984 -2.8877 7.2423 0.155 -0.090 0.045 0.103
H 1.3366 -1.6523 9.3551 -0.184 0.030 0.049 0.097
H 0.0766 -0.4667 9.8384 0.043 -0.186 -0.039 0.097
H 1.4853 0.0523 8.8999 -0.160 -0.071 -0.245 0.093
C -6.3555 -4.0918 -4.8359 -0.018 0.324 -0.355 -0.043
O -6.3174 -4.8331 -3.6169 0.070 -0.369 0.116 -0.003
C -5.8463 -6.0814 -3.7461 -0.032 0.182 0.086 -0.606
O -5.4720 -6.5950 -4.7694 -0.116 0.077 0.267 0.124
O -5.8649 -6.6593 -2.5349 -0.053 0.184 -0.188 -0.004
C -5.3859 -8.0023 -2.5219 0.136 -0.373 0.081 -0.050
H -6.7519 -3.1021 -4.6099 0.039 -0.180 0.240 0.095
H -5.3516 -3.9765 -5.2483 -0.119 -0.143 -0.022 0.102
H -7.0173 -4.5730 -5.5589 0.185 -0.057 0.028 0.097
H -4.3432 -8.0427 -2.8425 -0.152 -0.008 -0.122 0.099
H -6.0086 -8.6397 -3.1529 0.153 0.099 -0.071 0.097
H -5.4465 -8.3663 -1.4962 -0.090 0.282 -0.031 0.092
C -0.1099 -9.7944 5.0397 -0.016 -0.152 -0.401 -0.047
O 0.1329 -9.4543 6.4036 -0.100 0.212 0.196 -0.002
C -0.5211 -8.3598 6.8211 0.100 -0.050 0.110 -0.606
O -1.2609 -7.6808 6.1557 0.177 -0.176 0.160 0.123
O -0.2069 -8.1539 8.1084 -0.001 -0.169 -0.310 -0.001
C -0.8374 -7.0119 8.6867 -0.167 0.370 0.255 -0.042
H 0.4675 -10.6908 4.8134 0.032 0.098 0.282 0.092
H -1.1672 -10.0141 4.8796 0.074 0.183 -0.013 0.098
H 0.2221 -8.9925 4.3775 -0.183 -0.010 0.079 0.100
H -1.9235 -7.1219 8.6710 0.103 0.078 -0.154 0.099
H -0.5346 -6.0992 8.1698 -0.149 -0.105 -0.038 0.092
H -0.5139 -6.9418 9.7250 0.126 -0.228 -0.155 0.094